Record 1
Here is a molecular structure, C33H36N5PRbS4 from the Open Molecules 2025 dataset. Energies are from wB97M-V/def2-TZVPD.

Last column: Mulliken charge in e.
Geometry (Å):
Rb1 1.14 -0.56 -0.57  0.7792
S1 3.48 -2.49 -1.35  -0.5419
C1 4.87 -1.64 -1.97  0.2275
C2 5.88 -2.36 -2.65  -0.5126
C3 7.04 -1.78 -3.13  -0.4642
C4 7.26 -0.41 -2.97  -0.6116
C5 6.30 0.33 -2.33  -0.3597
C6 5.11 -0.24 -1.86  -0.1818
S2 3.92 0.87 -1.14  0.0224
C7 3.42 1.74 -2.69  -0.8438
C8 2.04 2.35 -2.61  0.3006
C9 1.88 3.68 -2.25  -0.5209
C10 0.62 4.25 -2.31  -0.7750
C11 -0.44 3.46 -2.71  -0.4341
C12 -0.22 2.12 -2.97  0.6086
C13 -1.36 1.18 -3.30  -0.9387
S3 -1.66 -0.08 -2.03  -0.0458
C14 -2.85 0.82 -0.94  -0.7763
C15 -4.26 0.91 -1.63  0.4415
C16 -4.90 2.26 -1.66  -1.4338
C17 -4.29 3.30 -1.09  -0.2169
C18 -3.01 3.21 -0.39  -0.8343
C19 -2.28 2.08 -0.28  0.2019
S4 -0.79 1.97 0.59  -0.1794
N1 1.01 1.58 -2.96  -0.2836
H1 5.72 -3.43 -2.76  0.3772
H2 7.78 -2.39 -3.63  0.3279
H3 8.18 0.05 -3.32  0.3580
H4 6.45 1.40 -2.17  0.3704
H5 3.43 0.98 -3.47  0.3774
H6 4.16 2.50 -2.91  0.4650
H7 2.74 4.26 -1.94  0.4130
H8 0.47 5.28 -2.05  0.4059
H9 -1.45 3.86 -2.76  0.4236
H10 -1.11 0.61 -4.20  0.5428
H11 -2.28 1.73 -3.48  0.3603
H12 -4.25 0.47 -2.62  0.6999
H13 -5.85 2.37 -2.17  0.4596
H14 -4.77 4.27 -1.13  0.3557
H15 -2.62 4.10 0.09  0.4171
C20 -2.63 -3.41 0.53  -1.3077
P1 -0.90 -2.79 0.70  0.6297
C21 -0.57 -3.26 2.45  -1.2925
C22 -0.01 -4.16 -0.16  -1.2556
H16 -2.69 -4.46 0.80  0.4849
H17 -2.95 -3.28 -0.51  0.2973
H18 -3.30 -2.83 1.16  0.3404
H19 -0.83 -4.31 2.63  0.4317
H20 -1.15 -2.63 3.12  0.3101
H21 0.49 -3.10 2.67  0.2370
H22 -0.30 -5.13 0.25  0.3752
H23 1.07 -4.03 -0.07  0.3183
H24 -0.25 -4.14 -1.23  0.3693
C23 0.49 1.07 5.41  -1.2183
C24 1.23 0.28 4.38  0.5071
C25 2.30 -0.57 4.46  -0.9923
C26 2.56 -1.00 3.14  0.2536
N2 1.69 -0.45 2.30  0.4520
N3 0.90 0.33 3.07  0.2257
C27 3.64 -1.91 2.64  -1.0609
H25 0.85 0.80 6.40  0.3395
H26 -0.58 0.87 5.38  0.2822
H27 0.64 2.14 5.27  0.2673
H28 2.84 -0.85 5.36  0.3969
H29 0.16 0.86 2.62  -0.2208
H30 4.01 -2.54 3.45  0.3275
H31 4.48 -1.34 2.23  0.2517
H32 3.28 -2.54 1.82  0.1719
N4 -7.36 0.75 3.49  -0.5768
C28 -6.56 0.50 2.70  -0.1203
C29 -5.55 0.14 1.73  0.9546
C30 -5.80 0.33 0.43  -1.2173
C31 -4.77 -0.11 -0.57  -0.0993
N5 -3.43 -0.14 0.02  1.1721
C32 -3.20 -0.28 1.37  -0.8233
C33 -4.24 -0.31 2.22  -1.1891
H33 -6.72 0.78 0.09  0.4008
H34 -5.04 -1.08 -1.00  0.3482
H35 -2.17 -0.34 1.68  0.7745
H36 -4.10 -0.48 3.28  0.4733

- Spin multiplicity: 1
- Energy: -95542.975 eV
- Energy relative to the best compared isomer or geometry (same formula, charge and spin): 0.0 kJ/mol
- Largest force on an atom: 0.5 eV/Å
- HOMO-LUMO gap: 6.14 eV
- Net charge: -1

Record 2
Here is a molecular structure, C33H37AuClO2Si2 in a non-equilibrium geometry from the Open Molecules 2025 dataset. Energies are from wB97M-V/def2-TZVPD.

Last column: Mulliken charge in e.
Geometry (Å):
C1 -1.28 3.13 1.84  0.9807
C2 0.03 3.19 2.34  -0.8344
C3 0.80 4.14 1.54  -0.6449
H1 0.40 2.66 3.21  0.3915
C4 -0.16 4.66 0.52  -1.0417
C5 -1.40 4.03 0.74  -0.4082
H2 -2.34 4.24 0.22  0.4059
H3 -2.11 2.57 2.27  0.1836
H4 1.67 4.69 1.89  0.6352
H5 0.04 5.46 -0.19  0.5577
Au1 1.49 2.88 -0.03  0.3702
Si1 2.61 -0.36 -1.66  -0.3176
C6 2.58 -2.11 -0.99  0.5144
C7 1.75 -3.08 -1.55  0.0786
H6 1.06 -2.83 -2.35  0.2290
C8 1.79 -4.40 -1.07  -0.8619
H7 1.12 -5.15 -1.49  0.4188
C9 2.66 -4.74 -0.03  -0.4108
H8 2.66 -5.75 0.36  0.4063
C10 3.50 -3.77 0.52  -0.7195
H9 4.17 -4.03 1.35  0.4116
C11 3.46 -2.45 0.05  -0.2915
H10 4.10 -1.69 0.50  0.3134
C12 2.66 -0.64 -3.52  0.8513
C13 3.88 -0.49 -4.20  -0.7271
H11 4.77 -0.22 -3.63  0.3662
C14 3.94 -0.67 -5.58  -0.5817
H12 4.88 -0.53 -6.10  0.4062
C15 2.79 -1.03 -6.30  -0.5374
H13 2.83 -1.14 -7.38  0.3871
C16 1.59 -1.24 -5.62  -1.1232
H14 0.68 -1.54 -6.15  0.4106
C17 1.52 -1.06 -4.23  0.2455
H15 0.57 -1.24 -3.72  0.3484
H16 3.84 0.28 -1.13  -0.2062
Si2 -1.49 -1.12 -0.51  -0.3783
C18 -0.41 0.02 -1.57  1.2250
C19 0.97 0.45 -1.19  1.4550
H17 1.09 0.36 -0.09  -0.9146
C20 1.46 1.77 -1.77  -0.7881
H18 2.56 1.91 -1.89  0.4880
C21 0.73 2.30 -2.90  -0.4745
H19 1.13 3.19 -3.38  0.5784
C22 -0.47 1.76 -3.30  -0.7025
H20 -1.01 2.18 -4.15  0.5075
C23 -1.06 0.67 -2.60  -0.6846
H21 -2.07 0.36 -2.89  0.4940
C24 -0.56 -1.42 1.09  1.2752
C25 -0.20 -0.37 1.93  0.1887
H22 -0.53 0.65 1.71  -0.2213
C26 0.64 -0.59 3.03  -0.1752
H23 0.95 0.26 3.64  0.3705
C27 1.09 -1.88 3.31  -1.1669
H24 1.76 -2.05 4.15  0.4376
C28 0.67 -2.95 2.51  -0.6117
H25 1.01 -3.97 2.73  0.4424
C29 -0.16 -2.72 1.41  -0.6510
H26 -0.48 -3.55 0.77  0.4430
H27 -1.95 -2.33 -1.11  -0.1236
Cl1 -3.18 -0.04 0.02  -0.1681
C30 -5.03 2.35 1.49  -0.6790
O1 -4.18 1.64 2.39  -0.1371
C31 -4.76 0.49 2.98  -0.6599
C32 -3.66 -0.45 3.48  -0.5757
O2 -2.38 0.13 3.62  -0.0347
C33 -2.28 1.06 4.69  -0.6845
H28 -4.38 2.96 0.86  0.0518
H29 -5.72 3.01 2.05  0.2772
H30 -5.63 1.67 0.86  0.3470
H31 -5.37 0.80 3.85  0.4128
H32 -5.38 -0.06 2.26  0.3855
H33 -3.99 -0.87 4.45  0.3322
H34 -3.54 -1.26 2.75  0.2208
H35 -2.30 0.52 5.65  0.3079
H36 -3.11 1.79 4.66  0.2874
H37 -1.32 1.57 4.57  0.0974

- Spin multiplicity: 3
- Energy: -70876.835 eV
- Largest force on an atom: 3.3 eV/Å
- HOMO-LUMO gap (spin up / spin down): 6.90 / 5.43 eV
- Net charge: +1